Entry 1:
DFT (ωB97M-V/def2-TZVPD) results for 10 unconnected molecules or ions with the total composition C16H36BN3O32S6.

Structure (XYZ):
```
94
Properties=species:S:1:pos:R:3:forces:R:3
N 2.122 -5.816 4.232 -0.36 -0.13 0.58
H 1.421 -5.217 4.673 -0.12 0.00 -0.33
H 1.734 -6.755 4.117 0.13 -0.01 0.11
H 2.887 -5.844 4.912 0.38 -0.13 -0.52
H 2.334 -5.431 3.297 0.17 0.33 0.12
N -1.997 -5.934 1.877 0.32 0.49 -0.51
H -1.812 -5.497 2.781 -0.28 -0.78 0.39
H -2.101 -6.948 1.816 0.07 0.02 0.67
H -1.193 -5.664 1.293 -0.31 0.14 -0.68
H -2.886 -5.511 1.580 0.08 0.21 -0.25
N -1.507 3.500 3.493 -1.31 -0.26 0.40
H -2.316 4.017 3.133 0.15 0.09 -0.05
H -0.645 3.965 3.189 0.25 -0.38 0.05
H -1.615 2.519 3.166 0.62 0.57 -0.52
H -1.597 3.457 4.510 0.36 0.46 -0.02
O -1.331 1.427 1.803 -0.59 -0.13 0.49
C -0.625 0.600 1.311 0.30 -0.57 -0.05
O -0.732 -0.724 1.428 -0.30 0.78 0.35
B 0.352 -1.340 0.663 0.61 0.52 -0.65
O 1.077 -0.238 0.015 0.11 -0.93 0.34
C 0.567 0.908 0.408 -0.27 0.20 -0.44
O 0.880 2.003 0.073 0.36 0.44 0.03
O 1.223 -2.142 1.588 -0.27 -0.14 -0.23
C 1.026 -3.402 1.352 0.42 0.06 0.59
O 1.402 -4.299 2.090 -0.35 -0.22 -0.44
C 0.149 -3.541 0.072 -0.44 1.10 0.01
O -0.185 -2.308 -0.290 0.34 -0.73 0.21
O -0.262 -4.544 -0.424 -0.06 -0.74 0.39
C 4.925 2.765 -2.427 0.06 -0.08 0.40
C 3.791 3.120 -1.453 -0.28 0.47 -0.49
O 2.847 3.854 -2.261 -0.19 0.38 -0.79
S 3.641 4.780 -3.332 0.21 -0.33 0.75
O 4.048 5.994 -2.700 -0.04 -0.45 0.00
O 2.874 4.872 -4.529 0.38 -0.62 0.45
O 4.902 3.784 -3.433 -0.53 0.76 -0.56
H 4.832 1.801 -2.923 -0.35 0.02 0.01
H 5.890 2.792 -1.923 0.02 0.15 -0.06
H 4.096 3.823 -0.679 0.32 -0.32 0.21
H 3.233 2.276 -1.061 0.20 -0.09 0.07
C 1.571 0.157 4.427 0.23 0.73 -0.08
C 1.586 0.747 5.854 -0.09 -0.96 -0.04
O 1.233 2.108 5.661 0.35 0.98 -0.11
S 2.069 2.642 4.371 0.29 -0.44 0.69
O 3.456 2.772 4.697 -1.34 -0.16 -0.39
O 1.344 3.708 3.753 0.23 -0.52 0.38
O 1.773 1.300 3.566 0.38 0.47 -0.71
H 0.592 -0.206 4.119 0.11 -0.43 0.21
H 2.396 -0.519 4.222 -0.25 -0.30 0.14
H 2.550 0.617 6.345 0.13 0.38 -0.15
H 0.845 0.275 6.495 -0.17 0.22 -0.06
C -3.836 -1.953 0.078 0.66 -0.46 -0.66
C -4.127 -1.116 1.319 -0.24 1.29 0.42
O -4.620 -2.005 2.330 -0.29 -1.42 0.12
S -4.869 -3.506 1.786 -1.23 2.03 -1.53
O -6.230 -3.655 1.365 1.49 0.05 0.40
O -4.300 -4.464 2.679 0.60 -0.07 -0.16
O -3.871 -3.333 0.501 -0.61 -0.76 1.36
H -2.833 -1.853 -0.336 0.02 0.38 0.23
H -4.530 -1.840 -0.753 -0.32 0.21 0.30
H -4.832 -0.300 1.140 -0.56 -0.57 -0.26
H -3.327 -0.549 1.799 0.66 -0.69 -0.38
C 0.306 5.988 -1.544 0.68 -0.38 0.98
C 0.854 5.596 -0.145 0.83 -1.66 -0.09
O -0.277 5.341 0.722 -0.96 0.32 -0.04
S -1.626 5.314 -0.171 0.20 0.72 0.49
O -2.706 5.946 0.534 1.13 -0.74 -0.44
O -1.789 3.998 -0.705 0.04 0.35 0.09
O -1.049 6.317 -1.247 -0.91 0.34 -0.56
H 0.346 5.173 -2.264 -0.01 -0.07 0.11
H 0.879 6.827 -1.928 -0.55 0.31 -0.11
H 1.546 6.290 0.326 -0.48 0.43 0.00
H 1.365 4.631 -0.179 0.14 0.17 -0.32
C 0.444 1.734 -3.114 0.96 0.27 -0.28
C 0.311 1.827 -4.637 -1.51 -0.08 -0.12
O 1.015 0.704 -5.188 0.46 -1.16 0.33
S 1.780 -0.134 -4.044 0.43 0.71 0.14
O 3.154 -0.370 -4.365 -1.20 0.33 0.06
O 0.980 -1.227 -3.562 0.16 0.89 -0.35
O 1.725 1.114 -3.019 0.85 -1.06 0.72
H -0.265 1.109 -2.569 -0.35 0.04 -0.45
H 0.537 2.695 -2.615 -0.09 0.03 -0.12
H 0.717 2.716 -5.116 0.18 0.09 0.42
H -0.744 1.730 -4.904 0.14 0.02 -0.23
C -2.997 -3.767 -3.896 -0.38 -0.76 0.92
C -1.630 -3.356 -3.387 0.23 0.53 -0.75
O -0.733 -4.367 -3.836 -0.11 -0.71 -1.37
S -1.178 -4.692 -5.409 0.20 0.83 0.47
O -0.844 -6.036 -5.740 -0.49 0.76 0.64
O -0.787 -3.624 -6.283 -0.20 -0.68 0.94
O -2.754 -4.511 -5.077 0.38 -0.31 -1.05
H -3.654 -2.908 -4.028 0.11 -0.02 -0.54
H -3.515 -4.475 -3.241 0.11 0.15 0.22
H -1.550 -3.273 -2.309 0.05 0.03 -0.02
H -1.351 -2.439 -3.915 0.13 0.21 0.50
```
Forces are in eV/Å.

## Properties
HOMO = -14.07 eV
Strongest force on any atom = 0.05494 Eh/bohr
HOMO-LUMO gap = 7.6 eV
Net charge = +2


Entry 2:
DFT (ωB97M-V/def2-TZVPD) results for 2 unconnected molecules or ions with the total composition C3H8N4.

Structure (XYZ):
```
15
Properties=species:S:1:pos:R:3:forces:R:3
C -0.181 -0.116 -1.625 0.38 0.53 0.87
C -0.735 -1.113 -0.941 -0.49 -0.17 -1.07
C -1.187 -0.938 0.427 -3.54 -0.95 0.88
N 3.949 -0.998 1.882 0.63 0.17 0.72
N 3.657 -0.250 1.094 1.03 -1.93 -0.09
N 3.046 0.377 0.279 -2.94 2.86 -0.72
N 3.507 0.691 -0.993 0.37 -1.66 -2.84
H 0.167 0.848 -1.190 -0.68 -0.85 0.15
H -0.001 -0.145 -2.657 0.35 -0.49 -1.38
H -1.010 -2.100 -1.356 0.34 0.78 -0.39
H -0.783 -0.037 0.795 0.45 0.84 1.10
H -1.034 -1.840 1.016 0.54 0.26 0.39
H -2.402 -0.860 0.512 2.71 0.06 -0.55
H 3.223 1.627 -1.387 -0.04 -1.49 1.45
H 3.116 -0.084 -1.660 0.90 2.05 1.48
```
Forces are in eV/Å.

## Properties
HOMO = -9.09 eV
Strongest force on any atom = 0.08094 Eh/bohr
HOMO-LUMO gap = 9.8 eV


Entry 3:
DFT (ωB97M-V/def2-TZVPD) results for a single C6H10O molecule.

Structure (XYZ):
```
17
Properties=species:S:1:pos:R:3:forces:R:3
O -2.802 -1.027 -0.893 0.50 -0.43 -0.17
C -1.832 -1.666 -1.232 -0.19 0.22 0.09
C -0.407 -1.285 -0.889 0.04 0.04 0.04
C -0.309 -0.500 0.419 -0.04 0.08 0.04
C 0.958 0.315 0.555 0.02 -0.11 -0.03
C 1.020 1.687 -0.059 0.01 0.10 -0.17
C 0.931 1.532 1.433 0.02 0.02 0.20
H -1.944 -2.574 -1.862 -0.09 0.11 0.03
H 0.239 -2.173 -0.896 -0.19 0.12 -0.01
H -0.063 -0.656 -1.727 -0.04 -0.07 0.09
H -0.398 -1.190 1.270 -0.03 0.12 -0.17
H -1.177 0.168 0.460 0.16 -0.04 0.08
H 1.887 -0.256 0.544 -0.18 0.12 0.02
H 1.962 2.033 -0.474 -0.15 -0.10 0.05
H 0.140 2.051 -0.587 0.12 -0.10 0.11
H 1.810 1.767 2.027 -0.14 -0.03 -0.10
H -0.015 1.775 1.911 0.17 -0.04 -0.08
```
Forces are in eV/Å.

## Properties
HOMO = -9.81 eV
SMILES = O=CCCC1CC1
Strongest force on any atom = 0.01334 Eh/bohr
HOMO-LUMO gap = 10.9 eV


Number 1 is which compound?
C16H36BN3O32S6